{"formula": "C4H5CaO6", "method": "ωB97M-V/def2-TZVPD", "elements": ["O", "C", "O", "O", "Ca", "C", "C", "H", "H", "H", "O", "C", "O", "O", "H", "H"], "positions_angstrom": [[2.676, -1.083, 0.682], [2.275, -0.019, 0.142], [2.763, 1.100, 0.441], [1.365, -0.141, -0.818], [4.376, 0.057, 1.688], [0.025, -0.546, -0.637], [-0.959, -1.320, 0.160], [-0.157, -0.889, -1.668], [0.103, -1.053, 0.864], [-1.153, -2.275, -0.341], [-2.541, 0.123, -0.083], [-1.901, 1.142, -0.403], [-0.666, 1.085, -0.752], [-2.228, 2.301, 0.151], [-2.498, 2.917, -0.542], [-1.482, -1.397, 1.116]], "mulliken_spin": [-0.09, 0.02, -0.08, -0.02, 1.17, 0.00, 0.00, 0.00, 0.00, 0.00, 0.00, 0.00, 0.00, 0.00, 0.00, 0.00], "mol_weight_g_mol": 189.2, "s_squared": 0.7502, "max_force_ev_per_a": 7.0, "spin_multiplicity": 2, "e_tot_ev": -34947.2122, "charge": 0, "homo_energy_ev": [-5.5, -8.7]}